(1)
The following is a DFT calculation (ωB97M-V/def2-TZVPD) of a molecular structure, C12H48B6O6S3V2 at a distorted geometry.

The value obtained for the molar mass is 551.471 g/mol. As for the multiplicity: 5.

Element x y z (Å)
V1 -4.896237 17.028127 21.317710
V2 -1.290608 20.579382 21.069817
B1 -3.433577 16.014075 22.692052
H1 -4.386860 15.510681 22.646425
H2 -3.637005 16.773075 23.431501
H3 -2.608095 15.413581 23.041654
H4 -3.152235 16.579979 21.817499
B2 -4.420484 15.815507 19.474882
H5 -4.429433 15.072411 20.257163
H6 -4.111100 15.547505 18.476533
H7 -5.445056 16.153180 19.496279
H8 -3.782212 16.618373 19.809945
B3 -2.088418 22.142341 22.387838
H9 -2.418157 22.018242 21.367975
H10 -2.347068 23.094679 22.824185
H11 -2.407614 21.248708 22.901442
H12 -1.017288 22.125528 22.258879
B4 -1.500137 21.241966 19.065469
H13 -1.410717 22.052014 19.772628
H14 -0.650208 20.577867 19.094465
H15 -2.385149 20.698629 19.358338
H16 -1.601523 21.664587 18.077877
B5 -2.892419 19.059848 21.020017
H17 -2.107357 18.915682 20.293970
H18 -2.540151 18.800835 22.006460
H19 -3.089076 20.111943 21.156591
H20 -3.760452 18.441004 20.853331
B6 -6.253177 18.211079 22.524047
H21 -6.804144 17.549534 21.873632
H22 -5.553000 18.820798 21.974282
H23 -6.902569 18.764328 23.184684
H24 -5.539106 17.635069 23.091985
C1 0.487813 15.537224 18.762237
C2 1.242162 16.702188 18.089839
C3 1.992854 17.418005 19.124812
S1 0.753359 17.487578 20.672801
O1 0.067262 18.816330 20.817899
O2 1.477392 16.861642 21.760053
C4 -0.346402 16.199003 19.877350
H25 1.241709 14.787186 19.001384
H26 -0.109380 15.007546 18.020012
H27 0.446513 17.308281 17.656594
H28 1.972353 16.326370 17.373119
H29 2.093556 18.462487 18.829814
H30 2.995941 17.068989 19.369975
H31 -0.926871 16.863641 19.237495
H32 -0.912964 15.614742 20.602427
C5 -5.525408 19.798285 16.827015
C6 -5.789564 20.777742 17.989504
C7 -7.200714 20.383413 18.666267
S2 -7.075224 18.556431 18.728027
O3 -8.333782 17.864867 18.743207
O4 -6.135111 18.169859 19.767041
C8 -6.309376 18.507456 17.056954
H33 -4.485563 19.472131 16.848041
H34 -5.702504 20.115398 15.799308
H35 -5.901270 21.798024 17.622576
H36 -4.952882 20.824407 18.686548
H37 -8.054061 20.463782 17.992889
H38 -7.541357 20.760551 19.630541
H39 -7.035993 18.555638 16.245897
H40 -5.706265 17.599980 17.028112
C9 -0.078484 19.761075 26.780300
C10 -1.053554 18.692164 26.309872
C11 -0.414006 18.000621 25.114584
S3 0.418900 19.424669 24.164038
O5 -0.488042 19.873183 23.098013
O6 1.873476 19.163345 23.854805
C12 0.160105 20.647991 25.487870
H41 0.883303 19.319266 27.040802
H42 -0.395140 20.474611 27.541031
H43 -2.024521 19.186911 26.286202
H44 -1.118054 17.941217 27.097282
H45 -1.165408 17.570862 24.452176
H46 0.477442 17.425684 25.365320
H47 -0.771372 21.170736 25.270626
H48 1.024096 21.296335 25.342051

Forces on the atoms, in the same order (eV/Å):
-0.333 -0.469 -0.278
-1.029 -0.138 1.235
0.157 -0.010 0.957
-3.801 -2.428 -0.799
-0.386 3.008 2.858
2.749 -2.356 0.759
1.193 1.886 -3.827
-0.395 -0.792 -0.131
0.452 -3.307 2.778
1.072 -1.097 -3.316
-3.842 1.333 -0.260
2.678 3.445 1.326
-0.837 0.090 1.350
-1.858 -0.209 -4.381
-1.036 3.189 1.191
-1.207 -2.818 2.322
5.049 -0.295 -0.592
0.568 0.345 -1.395
0.839 3.296 2.570
3.387 -2.509 -0.058
-3.269 -2.008 0.868
-0.483 1.454 -3.222
0.101 -0.940 0.837
2.490 -0.943 -2.824
1.662 -1.330 3.472
-1.573 4.067 0.121
-3.035 -1.102 -1.287
-0.215 0.794 0.688
-1.973 -2.948 -2.752
2.111 2.965 -2.298
-2.171 1.768 2.136
2.590 -2.810 2.571
1.015 -0.440 -0.019
-0.795 -1.482 -0.198
-0.836 2.754 1.511
1.111 -0.786 -1.668
1.773 -2.263 -0.562
-0.782 0.882 0.103
0.574 1.163 -0.947
-0.091 -0.026 0.933
-0.557 0.321 0.190
0.468 0.378 -0.450
-0.404 0.064 -0.428
0.128 0.156 0.204
-0.452 -0.446 0.545
-1.098 -0.044 0.589
0.138 0.182 -0.080
1.190 -1.025 0.858
-1.851 0.741 0.177
1.106 -1.302 -0.420
0.017 0.648 -0.719
-0.075 0.278 -0.123
0.216 0.826 -0.908
-0.202 -0.098 0.118
0.247 0.553 0.032
-0.241 0.575 0.350
0.013 0.003 -0.078
-0.286 -0.393 0.231
0.166 0.404 -0.350
0.661 0.133 0.060
-0.694 -0.935 0.666
-0.118 0.010 -0.126
1.491 1.561 -1.568
0.697 -0.033 1.635
0.110 1.880 -1.189
1.079 -0.508 -0.191
0.748 -0.530 0.102
-3.766 0.730 0.993
0.232 -1.139 0.049
-0.007 -0.007 0.352
-0.245 -0.546 0.262
-0.195 -0.504 -1.060
-0.227 -0.086 0.079
0.467 -0.417 -0.140
-0.500 -0.505 0.118
0.136 0.022 -0.340
-0.019 0.121 0.789

=====

(2)
The following is a DFT calculation (ωB97M-V/def2-TZVPD) of a molecular structure, C5H10O.

The value obtained for the molar mass is 86.134 g/mol. As for the multiplicity: 1. As for the relative energy (zero: lowest compared OMol25 entry of this formula, charge and spin): 28.8 kcal/mol.

Element x y z (Å)
C1 -0.200356 -0.864148 2.133702
C2 -0.696146 -0.519610 0.754019
C3 -0.283502 0.805731 0.146145
C4 -0.169970 0.003167 -1.130910
C5 0.960013 0.511652 -2.009180
O1 -0.039359 -1.212673 -0.342027
H1 -0.578519 -1.830168 2.476880
H2 0.893534 -0.879886 2.143861
H3 -0.537034 -0.088121 2.831874
H4 -1.787422 -0.647629 0.671720
H5 -0.918790 1.690255 0.155261
H6 0.736208 1.055320 0.468538
H7 -1.119325 -0.074389 -1.682415
H8 1.136380 1.554620 -1.712204
H9 1.896224 -0.022476 -1.835056
H10 0.708066 0.518355 -3.070207

Forces on the atoms, in the same order (eV/Å):
0.046 -0.084 0.005
-0.157 0.073 0.366
-0.080 0.207 0.129
0.012 0.507 -0.217
0.102 -0.063 -0.136
0.106 0.001 -0.099
0.087 0.065 -0.020
-0.120 -0.019 0.001
0.002 -0.159 -0.073
0.146 -0.143 0.046
-0.125 -0.107 0.169
-0.241 0.073 0.049
0.158 0.187 0.041
0.027 -0.196 -0.209
-0.122 -0.104 -0.066
0.159 -0.237 0.013

=====

no.,DFT total energy (hartree)
1,-4168.3961
2,-271.7067